No. 1
{"formula": "C26H40BN9O7PSY", "method": "the ωB97M-V functional and the def2-TZVPD basis", "elements": ["Y", "O", "C", "O", "C", "C", "C", "C", "C", "N", "C", "O", "O", "H", "H", "H", "H", "H", "B", "N", "C", "C", "C", "N", "N", "C", "C", "C", "N", "H", "H", "H", "H", "H", "H", "H", "H", "O", "P", "N", "C", "C", "C", "C", "N", "C", "C", "C", "C", "N", "C", "C", "C", "C", "H", "H", "H", "H", "H", "H", "H", "H", "H", "H", "H", "H", "H", "H", "H", "H", "H", "H", "H", "H", "H", "H", "H", "H", "C", "O", "H", "H", "H", "O", "S", "N"], "positions_angstrom": [[-1.0758, 1.3313, 0.3073], [0.9039, 0.0273, 4.4736], [0.5690, 0.4289, 3.2502], [-0.3994, 0.0334, 2.6582], [1.5026, 1.4371, 2.6669], [2.5741, 1.9703, 3.3390], [3.3336, 2.9390, 2.6805], [2.9845, 3.3173, 1.4032], [1.8734, 2.7232, 0.8106], [1.1489, 1.8033, 1.4365], [1.3695, 3.0877, -0.5905], [1.7097, 4.4512, -0.7871], [0.0811, 2.8455, -0.7508], [0.2147, -0.5893, 4.7629], [2.7979, 1.6486, 4.3476], [4.1841, 3.3928, 3.1742], [3.5302, 4.0733, 0.8541], [1.1328, 4.7561, -1.4962], [-4.0191, 3.2499, 0.0092], [-2.6986, 3.8781, 0.5850], [-2.3496, 5.1706, 0.5157], [-1.2792, 5.3967, 1.3631], [-1.0237, 4.1462, 1.9219], [-1.8727, 3.2290, 1.4572], [-3.7079, 2.3652, -1.2612], [-4.5251, 2.1626, -2.2995], [-3.9350, 1.2491, -3.1627], [-2.7195, 0.9423, -2.5552], [-2.5942, 1.6132, -1.4069], [-4.7418, 4.1572, -0.3520], [-4.5193, 2.5682, 0.8670], [-2.9019, 5.8510, -0.1167], [-0.7644, 6.3282, 1.5475], [-0.2747, 3.8776, 2.6542], [-5.4675, 2.6877, -2.3615], [-4.3258, 0.8714, -4.0958], [-1.9276, 0.2878, -2.8905], [-0.1783, -0.3973, -0.9070], [0.3689, -1.7156, -0.4046], [-0.6794, -2.6777, 0.3792], [-0.8221, -2.9891, 1.8201], [-1.9351, -4.0260, 1.8051], [-2.9145, -3.4442, 0.7836], [-2.0197, -2.8054, -0.2863], [1.6827, -1.4796, 0.5666], [2.7841, -0.7198, -0.1027], [3.9331, -0.8638, 0.8774], [3.7984, -2.3205, 1.3317], [2.2835, -2.5496, 1.4143], [0.8372, -2.5304, -1.7574], [1.1703, -3.9681, -1.7416], [0.9874, -4.4029, -3.2014], [1.1914, -3.1071, -3.9954], [0.5050, -2.0670, -3.1216], [-1.1430, -2.1092, 2.3807], [0.1003, -3.3698, 2.2419], [-2.3807, -4.1606, 2.7905], [-1.5395, -4.9859, 1.4626], [-3.5218, -2.6724, 1.2557], [-3.5758, -4.1975, 0.3560], [-2.4034, -1.8355, -0.5856], [-1.9209, -3.4388, -1.1733], [2.4955, 0.3033, -0.3091], [3.0517, -1.1920, -1.0570], [3.7998, -0.1816, 1.7225], [4.8938, -0.6502, 0.4105], [4.2788, -2.5189, 2.2905], [4.2454, -2.9832, 0.5872], [1.9355, -2.4401, 2.4437], [2.0088, -3.5513, 1.0784], [0.5200, -4.5184, -1.0581], [2.2050, -4.1223, -1.4154], [-0.0285, -4.7747, -3.3569], [1.6840, -5.1926, -3.4809], [0.7692, -3.1471, -4.9995], [2.2582, -2.8803, -4.0756], [-0.5775, -2.0757, -3.2968], [0.8628, -1.0519, -3.2882], [1.7314, 2.1309, -2.7522], [2.2086, 2.2747, -1.4239], [2.3986, 1.4272, -3.2483], [1.7640, 3.0795, -3.2978], [0.7136, 1.7473, -2.7710], [-4.3173, -0.9598, 2.7255], [-3.6283, 0.2473, 2.2667], [-2.6680, 0.1551, 1.1585]], "forces_ev_per_angstrom": [[1.3, -0.3, -0.1], [0.0, -0.1, 0.1], [0.6, 0.4, 0.0], [-0.2, 0.0, -0.2], [-0.2, -0.2, 0.1], [0.3, 0.1, 0.2], [0.0, -0.1, 0.2], [0.1, 0.0, -0.1], [-0.2, 0.1, 0.0], [0.2, 0.4, -0.3], [0.0, 0.1, -0.1], [0.1, -0.1, 0.0], [0.6, 0.4, -0.4], [0.0, -0.1, 0.1], [0.0, 0.0, -0.1], [0.0, 0.0, 0.0], [0.0, -0.1, 0.0], [-0.1, 0.1, 0.1], [0.0, 0.0, 0.0], [0.0, 0.0, 0.0], [0.0, -0.1, 0.1], [0.0, 0.1, 0.0], [-0.1, 0.2, 0.0], [-0.3, 0.7, 0.2], [0.1, 0.0, -0.1], [0.1, 0.0, 0.0], [0.0, 0.0, -0.1], [-0.1, 0.1, -0.1], [-0.7, 0.2, -0.5], [0.2, -0.1, 0.0], [0.0, 0.0, -0.1], [0.0, -0.1, 0.1], [-0.1, -0.1, 0.0], [0.0, 0.0, -0.1], [0.1, -0.1, 0.0], [0.1, 0.1, 0.1], [0.0, 0.0, 0.1], [0.3, -0.2, 0.4], [0.0, 0.2, -0.4], [-0.4, 0.0, 0.4], [-0.3, 0.1, -0.2], [0.0, 0.0, -0.1], [0.0, 0.0, 0.0], [0.3, -0.4, 0.1], [0.4, -0.1, 0.1], [-0.1, -0.3, 0.2], [0.0, -0.1, 0.1], [0.0, 0.1, 0.0], [0.0, 0.3, -0.1], [-0.3, -0.1, -0.4], [0.0, 0.2, -0.2], [0.0, 0.1, 0.0], [0.0, -0.1, 0.1], [0.1, -0.1, 0.1], [0.0, 0.0, 0.0], [0.1, -0.1, 0.0], [0.0, 0.0, 0.0], [0.0, 0.0, 0.0], [0.0, 0.0, 0.0], [0.0, 0.0, 0.0], [0.0, 0.2, 0.0], [0.0, 0.0, 0.0], [-0.1, 0.1, 0.0], [-0.1, 0.0, 0.0], [0.0, 0.0, 0.0], [0.0, 0.0, 0.0], [0.0, 0.0, -0.1], [0.0, 0.0, 0.0], [0.0, 0.0, 0.0], [0.0, 0.0, 0.0], [0.0, 0.0, 0.0], [0.0, 0.0, 0.0], [0.0, 0.0, 0.0], [0.0, 0.0, 0.0], [0.0, 0.0, 0.0], [0.0, 0.0, 0.0], [0.0, 0.0, 0.1], [0.0, 0.0, 0.0], [0.1, 0.0, 0.0], [0.0, -0.1, -0.1], [0.0, 0.0, 0.0], [0.0, 0.0, 0.0], [-0.1, 0.0, 0.0], [0.0, -0.2, 0.0], [-0.2, 0.1, 0.1], [-1.3, -1.0, 0.6]], "mulliken_charge": [-0.119, -0.525, 0.011, -0.138, -0.448, -0.473, -1.059, -0.891, -0.502, 2.114, 0.559, -0.615, -0.478, 0.422, 0.604, 0.470, 0.650, 0.499, 0.608, 0.292, -0.143, -1.139, -0.273, -0.552, -0.487, -0.198, -1.309, -0.462, 0.784, -0.174, -0.196, 0.496, 0.411, 0.655, 0.442, 0.393, 0.561, -0.061, -1.125, 0.591, -0.141, -0.945, -0.775, -0.159, 0.843, -0.260, -0.413, -0.940, -0.654, 0.918, -0.293, -0.815, -0.730, -0.201, 0.010, 0.246, 0.388, 0.357, 0.259, 0.414, -0.169, 0.459, -0.538, 0.536, 0.030, 0.472, 0.433, 0.335, 0.331, 0.387, 0.287, 0.212, 0.309, 0.395, 0.417, 0.278, 0.214, -0.031, -0.570, -0.261, 0.242, 0.327, 0.122, -0.578, 0.195, -0.140], "max_force_ev_per_a": 1.76, "de_lowest_kj_mol": 48.7, "spin_multiplicity": 1, "total_charge": 0, "lumo_ev": -0.58}

---

No. 2
{"formula": "C26H40Br2Cl2F2N3O7", "method": "the ωB97M-V functional and the def2-TZVPD basis", "elements": ["C", "C", "O", "C", "C", "O", "C", "C", "O", "C", "C", "C", "C", "C", "C", "N", "C", "C", "C", "O", "C", "Cl", "C", "Br", "C", "C", "Br", "C", "C", "Cl", "N", "C", "C", "C", "O", "N", "C", "O", "F", "C", "O", "F", "H", "H", "H", "H", "H", "H", "H", "H", "H", "H", "H", "H", "H", "H", "H", "H", "H", "H", "H", "H", "H", "H", "H", "H", "H", "H", "H", "H", "H", "H", "H", "H", "H", "H", "H", "H", "H", "H", "H", "H"], "positions_angstrom": [[5.6432, -2.6519, 2.5211], [5.9397, -1.8174, 1.1156], [5.9432, -2.6795, -0.0793], [4.5573, -3.1487, -0.3841], [4.0600, -2.7580, -1.8986], [2.6385, -2.3926, -2.0070], [1.7463, -3.4951, -1.6164], [0.1813, -3.0536, -2.0105], [-0.0282, -1.7403, -1.3847], [-1.4435, -1.3558, -1.3697], [-1.7778, 0.0291, -0.4885], [-1.0411, 1.0540, -1.5930], [0.5341, 1.2744, -1.6599], [1.0680, 2.8285, -1.3176], [2.0232, 2.9221, 0.0038], [3.3623, 3.6008, -0.3579], [3.2128, 5.1001, -0.4598], [4.2613, 3.2004, 0.8286], [3.7199, 3.4921, 2.3837], [5.4304, 2.5824, 0.6082], [-1.1837, 0.0731, 1.0437], [0.6543, -0.1832, 1.3998], [-1.7388, -0.7006, 2.3470], [-2.5234, 0.1863, 4.0280], [-1.6327, -2.1927, 2.6186], [-2.2006, -2.9134, 4.0181], [-0.7281, -3.4502, 1.3903], [-1.4982, 1.7069, 1.2448], [-3.0711, 1.5634, 0.6664], [-3.3710, 3.3211, 0.1949], [-3.3140, 0.3823, -0.3140], [-3.8629, 0.8080, -1.6341], [-5.5344, 1.4022, -1.5233], [-6.6459, 0.6339, -2.6129], [-6.0558, 2.1603, -2.7929], [-4.1203, -0.5813, 0.1403], [-5.2191, -0.4318, 1.0937], [-6.4778, -0.7294, 0.6379], [-5.3017, -0.1109, 2.5266], [-4.5238, -1.7877, -0.5862], [-5.1688, -2.0381, -1.7163], [-4.1681, -3.0767, 0.1385], [4.5026, -2.9859, 2.4605], [5.7381, -1.9831, 3.4868], [6.2833, -3.6320, 2.6009], [5.1686, -0.9135, 1.0284], [6.9963, -1.2967, 1.2826], [3.8248, -2.6443, 0.4054], [4.5002, -4.3345, -0.2993], [4.6756, -1.7931, -2.2274], [4.3568, -3.6178, -2.6381], [1.7510, -3.5140, -0.4228], [2.0441, -4.5437, -2.0413], [0.1363, -3.0117, -3.1998], [-0.5314, -3.8568, -1.5455], [-1.9532, -2.3277, -0.9049], [-1.9371, -1.3190, -2.4580], [-1.4621, 2.1714, -1.5001], [-1.3822, 0.7415, -2.6970], [0.8520, 1.2040, -2.8178], [1.2580, 0.5018, -1.1739], [1.7115, 3.2764, -2.2186], [0.1604, 3.5886, -1.2007], [1.4676, 3.6638, 0.7567], [2.3257, 1.9037, 0.4903], [4.0984, 5.4805, -1.1643], [3.3618, 5.5998, 0.5873], [2.1907, 5.4264, -0.9507], [4.6122, 3.6825, 3.1152], [3.1114, 2.5494, 2.7909], [2.9602, 4.3967, 2.4155], [-1.6521, -2.4877, 4.9860], [-3.3589, -2.6250, 4.0424], [-2.1690, -4.0835, 3.9665], [-0.7930, 2.4778, 0.6953], [-1.3779, 2.1542, 2.3440], [-3.5938, 1.5688, 1.7064], [-3.4967, 1.8095, -2.1142], [-3.8359, 0.0349, -2.5091], [-5.9657, 1.7443, -0.3942], [-7.6958, 1.1274, -2.3790], [-6.2329, 0.4205, -3.7057]], "forces_ev_per_angstrom": [[-1.3, -0.2, -0.7], [0.6, 0.8, 1.8], [-2.2, 0.5, 1.0], [-0.7, -0.2, 0.3], [1.7, 0.8, -0.1], [0.5, -2.2, 0.3], [-1.1, 1.1, 1.5], [1.8, -0.9, -0.5], [-1.8, 0.3, -0.7], [-1.9, -3.2, 0.4], [4.0, -2.9, -2.1], [-1.2, 2.4, -0.9], [2.4, 0.8, -1.7], [0.1, 0.3, 0.0], [-0.2, 1.3, 0.0], [-0.5, -0.8, 2.4], [1.1, 0.9, -0.5], [5.1, -2.3, -0.6], [-0.4, -0.3, -0.2], [-7.5, 4.0, 1.4], [0.8, 2.9, 2.3], [-1.4, 0.3, -1.2], [-0.6, -5.8, 0.7], [1.0, -0.4, -2.2], [-0.6, 3.6, 0.6], [-0.8, 0.7, -0.8], [-1.0, 1.4, 1.2], [0.4, -1.3, -0.1], [1.3, 4.1, 4.4], [-0.6, -1.6, -0.6], [3.6, 3.5, -2.5], [-3.8, 3.8, -3.9], [-2.4, -1.4, -3.0], [1.7, 6.4, 0.1], [2.3, -2.4, 4.5], [-3.7, -4.4, 4.1], [-10.0, -1.1, -0.2], [9.2, 1.8, 2.9], [2.1, -0.7, -4.7], [-3.2, -5.7, -6.4], [5.1, 2.9, 8.0], [-0.8, 4.7, -1.4], [2.4, 0.5, 0.3], [0.0, -1.3, -2.1], [-1.1, 2.1, -0.2], [1.4, -2.0, 0.0], [-2.1, -1.4, -1.0], [1.4, -1.2, -1.8], [0.3, 2.5, 0.1], [-1.5, -2.1, 0.7], [-0.8, 1.5, 1.3], [0.0, -0.3, -2.4], [-0.6, 2.0, 0.5], [-0.3, 0.1, 2.6], [1.1, 1.5, -1.0], [0.6, 2.1, -0.5], [1.3, 0.4, 2.2], [0.7, -2.5, 0.0], [0.6, 0.3, 2.8], [-1.1, -0.2, 2.6], [-1.8, 1.3, -0.6], [-1.4, -1.3, 1.9], [1.7, -1.7, -0.2], [1.0, -1.9, -1.1], [-1.1, 1.8, -1.0], [-2.0, -0.7, 1.6], [-0.5, -0.7, -1.9], [2.1, -0.9, 1.1], [-1.6, -0.4, -1.7], [1.4, 1.9, -1.1], [1.7, -1.8, -0.2], [-1.2, -1.0, -2.3], [2.6, -0.5, 0.2], [0.3, 2.4, -0.1], [-1.6, -2.2, 0.2], [-1.1, -1.6, -2.1], [0.0, -1.2, -2.2], [0.3, -2.1, 1.5], [0.1, 0.9, 2.3], [1.2, -0.8, -3.5], [1.7, -2.6, -0.6], [-1.3, -1.1, 2.8]], "mulliken_charge": [-0.787, -0.094, -0.398, 0.036, -0.562, -0.252, -0.244, -0.597, 0.390, -1.402, 0.079, -0.925, -0.318, -0.716, -0.176, -0.008, -0.786, 0.416, -0.727, -0.551, 0.960, 0.077, -0.205, -0.077, -0.122, -1.142, -0.026, -0.834, 0.438, -0.015, 1.121, -0.904, 0.309, -0.780, -0.463, 0.174, 0.261, -0.392, -0.178, 0.280, -0.391, -0.275, 0.174, 0.325, 0.257, 0.142, 0.286, -0.014, 0.201, 0.258, 0.262, 0.036, 0.393, 0.265, 0.323, 0.338, 0.204, 0.239, 0.454, 0.398, 0.117, 0.409, 0.304, 0.174, 0.067, 0.269, 0.341, 0.264, 0.323, 0.154, 0.276, 0.292, 0.332, 0.338, -0.040, 0.330, 0.380, 0.422, 0.516, 0.301, 0.387, 0.313], "max_force_ev_per_a": 10.07, "smiles": "CCOCCOCCOC[C@]1(CCCCN(C)C(C)=O)[C@](Cl)(/C(Br)=C(/C)Br)C[C@@H](Cl)[N@+]1(C[C@@H]1CO1)N(C(=O)F)C(=O)F", "spin_multiplicity": 1, "total_charge": 1, "lumo_ev": -5.30}

---

No. 3
{"formula": "C26H40BrF3GeN5Ru", "method": "the ωB97M-V functional and the def2-TZVPD basis", "elements": ["Ru", "N", "C", "C", "N", "H", "H", "H", "H", "H", "H", "H", "H", "C", "N", "C", "C", "C", "C", "C", "C", "C", "C", "H", "H", "H", "H", "H", "H", "H", "H", "H", "H", "H", "H", "H", "F", "C", "F", "F", "C", "C", "C", "N", "C", "C", "H", "H", "H", "H", "Br", "C", "C", "C", "N", "C", "C", "H", "H", "H", "H", "C", "Ge", "C", "C", "C", "H", "H", "H", "H", "H", "H", "H", "H", "H", "H", "H"], "positions_angstrom": [[-0.5145, -0.2892, -0.2929], [-2.4695, -1.1354, 0.8923], [-3.1828, -0.1253, 1.6770], [-3.3045, 1.1131, 0.8263], [-1.9441, 1.5603, 0.4533], [-3.0449, -1.4087, 0.0995], [-2.3262, -1.9787, 1.4398], [-2.6037, 0.0886, 2.5783], [-4.1752, -0.4582, 1.9855], [-3.8498, 1.8823, 1.3752], [-3.8629, 0.8851, -0.0825], [-1.4946, 1.9012, 1.2985], [-2.0126, 2.3472, -0.1852], [0.8170, 3.0571, 2.3144], [1.3494, 2.9992, 0.9289], [1.9523, 4.2984, 0.5225], [2.3207, 1.8547, 0.7058], [2.1697, 1.3948, -0.7126], [3.2596, 1.4920, -1.5677], [3.1350, 1.1989, -2.9199], [1.9028, 0.8227, -3.4157], [0.8116, 0.7105, -2.5548], [0.9132, 0.9553, -1.1773], [0.0926, 3.8671, 2.3879], [1.6310, 3.2589, 3.0050], [0.3703, 2.0943, 2.5575], [0.5786, 2.7682, 0.2957], [2.7419, 4.5435, 1.2285], [1.2007, 5.0842, 0.5321], [2.3679, 4.2035, -0.4780], [2.0528, 1.0653, 1.4012], [3.3270, 2.2086, 0.9204], [4.2229, 1.7973, -1.1745], [3.9879, 1.2934, -3.5783], [1.7785, 0.6281, -4.4737], [-0.1431, 0.4631, -2.9966], [-3.6540, 0.3044, -6.5667], [-4.0008, -0.7423, -5.8114], [-3.7024, -1.8583, -6.4749], [-5.3239, -0.6999, -5.6284], [-3.2901, -0.6839, -4.4737], [-3.3051, 0.5006, -3.7515], [-2.6581, 0.5324, -2.5352], [-2.0252, -0.5291, -2.0138], [-2.0128, -1.6621, -2.7277], [-2.6317, -1.7839, -3.9603], [-3.8067, 1.3796, -4.1328], [-2.6343, 1.4409, -1.9525], [-1.4900, -2.5023, -2.2932], [-2.5985, -2.7179, -4.5029], [2.3252, -6.3782, -1.2888], [1.5085, -4.7281, -1.0124], [0.6955, -4.5218, 0.0929], [0.1234, -3.2789, 0.2679], [0.3116, -2.2668, -0.5831], [1.1024, -2.4725, -1.6511], [1.7160, -3.6804, -1.9017], [0.5118, -5.3146, 0.8034], [-0.5142, -3.0901, 1.1202], [1.2360, -1.6403, -2.3277], [2.3451, -3.8057, -2.7712], [3.0312, 0.6935, 3.6297], [1.3795, -0.3652, 3.7366], [1.9219, -2.1178, 4.3920], [0.1774, 0.5294, 4.9884], [0.5158, -0.5802, 1.9983], [3.4922, 0.6715, 4.6189], [2.8611, 1.7381, 3.3793], [3.7478, 0.2725, 2.9223], [2.4681, -1.9656, 5.3241], [2.5852, -2.5992, 3.6737], [1.0686, -2.7657, 4.5886], [0.7142, 0.6906, 5.9247], [-0.7071, -0.0645, 5.2207], [-0.1438, 1.5074, 4.6255], [-0.5264, -0.8686, 2.0229], [1.1317, -1.0184, 1.2152]], "forces_ev_per_angstrom": [[-2.0, 1.6, 1.4], [0.5, -0.6, -0.4], [0.0, 0.1, 0.0], [0.0, 0.0, 0.1], [0.7, -0.4, -0.4], [0.0, -0.1, 0.1], [-0.1, 0.0, 0.1], [0.0, 0.0, 0.0], [0.0, 0.0, 0.0], [0.0, 0.1, -0.1], [0.0, 0.0, 0.0], [0.1, 0.0, 0.0], [0.1, 0.0, 0.0], [-0.1, 0.1, 0.1], [0.2, 0.0, 0.2], [0.0, 0.1, -0.2], [0.0, -0.3, -0.1], [0.0, 0.2, -0.1], [0.0, 0.2, 0.0], [0.1, -0.1, 0.0], [-0.1, 0.2, 0.0], [0.1, 0.6, -0.1], [0.3, -1.4, 0.0], [0.0, 0.0, -0.1], [0.0, 0.0, -0.1], [0.0, 0.0, -0.1], [0.0, 0.1, 0.0], [0.0, 0.0, 0.0], [-0.1, -0.1, 0.0], [0.0, -0.1, 0.0], [-0.1, 0.1, 0.0], [0.0, 0.1, 0.1], [0.0, 0.1, 0.0], [0.0, 0.0, 0.0], [0.0, 0.0, 0.0], [0.0, -0.2, 0.0], [0.0, 0.0, 0.0], [0.0, 0.0, 0.0], [0.0, 0.0, 0.0], [0.0, 0.0, 0.0], [0.0, 0.0, -0.1], [-0.1, 0.0, 0.0], [-0.1, -0.1, 0.0], [0.3, -0.1, -0.2], [-0.2, 0.0, 0.1], [0.0, 0.0, 0.0], [0.0, 0.0, 0.0], [0.0, 0.0, -0.1], [0.0, 0.0, 0.0], [0.0, 0.0, 0.0], [0.0, -0.1, 0.0], [0.0, 0.1, 0.1], [0.0, -0.1, -0.1], [-0.1, 0.0, 0.1], [0.4, 0.9, -0.3], [0.0, -0.2, 0.0], [0.0, -0.1, 0.0], [0.0, 0.0, 0.0], [0.1, 0.1, 0.1], [0.0, 0.0, 0.1], [0.0, 0.0, 0.0], [0.1, 0.0, 0.2], [0.1, 0.4, -0.1], [-0.1, 0.0, 0.0], [0.0, 0.0, 0.1], [-0.3, 0.6, -1.3], [0.0, 0.0, 0.0], [0.1, -0.1, 0.1], [0.0, 0.0, 0.0], [0.0, -0.1, 0.0], [0.0, 0.0, 0.0], [0.0, 0.0, 0.0], [0.0, 0.0, 0.0], [0.0, 0.0, -0.1], [0.0, 0.0, 0.0], [0.2, -0.7, 0.4], [0.0, -0.8, 0.6]], "lowdin_spin": [1.287, 0.014, 0.001, -0.001, -0.008, 0.001, 0.001, 0.000, 0.000, 0.000, 0.000, 0.000, 0.000, -0.003, 0.001, 0.000, -0.003, 0.005, 0.004, 0.006, 0.006, 0.023, 0.013, 0.000, 0.000, -0.004, 0.001, 0.000, 0.000, 0.000, -0.003, 0.000, 0.000, 0.000, 0.000, 0.002, 0.000, 0.000, 0.000, 0.000, 0.001, 0.001, 0.003, 0.033, 0.005, 0.001, 0.000, 0.000, 0.000, 0.000, 0.000, -0.001, -0.001, -0.002, 0.004, 0.003, 0.000, 0.000, -0.002, 0.001, 0.000, 0.001, -0.033, -0.025, 0.003, -0.318, 0.000, 0.000, 0.000, -0.003, 0.000, 0.000, 0.000, 0.000, 0.000, -0.014, -0.005], "max_force_ev_per_a": 2.92, "de_lowest_kj_mol": 297.6, "spin_multiplicity": 2, "total_charge": 2, "lumo_ev": [-5.79, -5.97]}